{"formula": "C18H18ClNO4S2", "method": "ωB97M-V/def2-TZVPD", "fmax_ev_per_a": 1.11, "homo_lumo_gap_ev": 7.80, "smiles": "O=C(O)/C(=C\\c1ccccc1Cl)c1ccc(S(=O)(=O)N2CCCCC2)s1", "e_lumo_ha": -0.0253, "e_homo_ha": -0.312, "energy_ha": -2308.9907, "symbols": ["O", "C", "O", "H", "C", "C", "C", "C", "C", "C", "C", "C", "Cl", "H", "H", "H", "H", "H", "C", "C", "C", "C", "S", "S", "O", "O", "N", "C", "C", "C", "C", "C", "H", "H", "H", "H", "H", "H", "H", "H", "H", "H", "H", "H"], "xyz": [[2.831046, 1.746402, 2.571815], [2.759019, 1.250058, 1.479175], [3.486341, 1.679241, 0.441729], [4.074623, 2.401299, 0.716255], [1.839725, 0.140091, 1.079882], [2.291716, -0.945310, 0.420387], [3.679224, -1.265752, 0.146146], [4.692928, -0.989898, 1.067211], [6.005735, -1.330379, 0.809360], [6.339385, -1.963054, -0.377786], [5.353959, -2.260635, -1.302762], [4.039283, -1.920722, -1.037021], [2.831378, -2.281883, -2.219082], [5.600095, -2.756065, -2.228942], [7.364186, -2.231505, -0.582745], [6.770270, -1.110302, 1.538691], [4.430130, -0.529319, 2.007911], [1.562306, -1.667638, 0.074330], [0.447839, 0.326781, 1.407818], [-0.129421, 1.360506, 2.105859], [-1.521220, 1.227911, 2.239342], [-2.002260, 0.099550, 1.644193], [-0.763086, -0.831803, 0.909893], [-3.709194, -0.398010, 1.532418], [-4.433336, 0.429953, 2.446542], [-3.775555, -1.820419, 1.652902], [-4.183046, -0.003869, -0.001696], [-3.700742, -0.885498, -1.048525], [-3.988101, -0.271706, -2.411723], [-3.201668, 1.033276, -2.590383], [-3.059102, 1.782922, -1.256282], [-4.202698, 1.409879, -0.317093], [-5.163813, 1.655594, -0.781247], [-4.140113, 1.945282, 0.631016], [-3.058232, 2.860458, -1.421462], [-2.112356, 1.522242, -0.778160], [-3.715492, 1.661119, -3.319492], [-2.208992, 0.814519, -2.986718], [-5.058991, -0.081877, -2.487781], [-3.718025, -0.983365, -3.191960], [-4.208384, -1.843809, -0.923068], [-2.619917, -1.063077, -0.948000], [-2.159455, 1.917012, 2.760699], [0.434013, 2.171802, 2.528352]], "forces_ev_per_a": [[-0.1, -0.1, 0.1], [0.2, 0.3, 0.1], [0.1, 0.1, -0.5], [-0.2, -0.1, 0.2], [0.7, -0.6, -0.5], [-0.5, 0.6, 0.4], [0.5, -0.2, -0.2], [-0.1, -0.1, -0.1], [0.1, 0.0, 0.0], [-0.1, 0.0, 0.0], [0.0, 0.0, 0.0], [0.2, 0.2, 0.3], [-0.1, -0.1, -0.2], [0.0, 0.0, -0.1], [0.1, 0.0, 0.0], [0.1, 0.0, 0.1], [0.0, 0.0, 0.1], [0.0, -0.1, 0.0], [-1.1, 0.0, 0.1], [0.3, -0.3, -0.2], [-0.5, -0.2, -0.1], [-0.4, -0.2, 0.0], [0.4, 0.4, 0.3], [-0.1, 0.3, 0.0], [0.1, 0.2, -0.1], [0.2, -0.1, -0.3], [0.1, -0.4, 1.0], [0.0, -0.8, -0.4], [0.2, 0.1, 0.2], [0.0, 0.0, 0.0], [-0.1, 0.0, 0.0], [0.1, 0.7, 0.0], [0.0, 0.0, 0.1], [-0.1, 0.2, -0.2], [0.1, 0.0, 0.0], [0.0, 0.0, 0.0], [0.1, 0.0, -0.1], [0.0, 0.0, -0.1], [-0.1, 0.0, -0.1], [-0.1, 0.0, 0.0], [0.1, 0.0, -0.1], [-0.1, 0.0, -0.1], [-0.1, 0.1, 0.1], [0.1, 0.1, 0.1]]}